Record 1
ORCA calculation (wB97M-V/def2-TZVPD) on C19H28N4O6P2PbS3 as an isolated structure.

Properties
**Charge**: 0
**2S+1**: 1
**Calculated total energy**: -3481.6703 Ha
**Frontier orbital gap**: 7.855 eV
**Lowest unoccupied orbital energy**: 0.0032 Eh
**E_HOMO**: -7.77 eV

Each line ends with the Löwdin charge.
Atoms and positions in Å:
Pb 1.301 -1.016 0.410  1.188
S -2.420 -1.171 3.333  1.035
C -2.880 -0.114 2.075  -0.406
C -1.868 0.078 1.181  -0.241
C -0.681 -0.642 1.496  -0.371
C -0.840 -1.351 2.656  -0.575
C 0.187 -2.184 3.281  -0.303
C 0.019 -2.841 4.502  -0.020
C 1.068 -3.564 5.030  -0.056
C 2.274 -3.626 4.341  -0.060
C 2.362 -2.958 3.136  -0.133
N 1.352 -2.259 2.622  -0.024
H -3.871 0.312 2.068  0.064
H -1.951 0.762 0.342  0.083
H -0.927 -2.771 5.023  0.096
H 0.953 -4.075 5.978  0.109
H 3.120 -4.176 4.726  0.102
H 3.274 -2.973 2.551  0.117
N -0.312 -4.084 -2.867  0.151
C -1.298 -3.378 -1.941  -0.493
C -2.714 -3.842 -2.239  -0.085
P -0.761 -3.834 -0.238  0.304
O -0.682 -5.462 -0.489  -0.163
O -1.793 -3.548 0.776  -0.275
O 0.668 -3.355 -0.147  -0.458
P -1.027 -1.597 -2.502  0.314
O -2.438 -0.891 -2.207  -0.122
O -0.853 -1.804 -3.977  -0.317
O 0.071 -0.931 -1.735  -0.476
H -0.567 -5.054 -3.029  0.149
H 0.610 -4.047 -2.422  0.140
H -0.317 -3.460 -3.718  0.116
H -2.785 -4.930 -2.166  0.081
H -3.041 -3.518 -3.229  0.086
H -3.382 -3.414 -1.495  0.085
H -1.158 -5.883 0.236  0.070
H -2.452 -0.567 -1.295  0.051
C 1.762 4.265 -4.750  -0.006
C 0.964 4.419 -3.497  -0.277
C 0.065 5.411 -3.268  0.015
C -0.639 5.391 -2.039  -0.308
N -0.441 4.479 -1.114  0.105
C 0.468 3.490 -1.323  -0.804
S 0.785 2.270 -0.244  0.651
N 1.142 3.493 -2.531  0.097
C -1.681 6.425 -1.744  -0.023
H 1.623 5.127 -5.398  0.084
H 1.444 3.370 -5.288  0.098
H 2.824 4.160 -4.522  0.092
H -0.112 6.179 -4.006  0.116
H 1.775 2.718 -2.673  0.142
H -1.646 7.255 -2.447  0.075
H -1.554 6.791 -0.726  0.087
H -2.665 5.956 -1.798  0.092
C 3.310 2.317 2.398  -0.418
S 2.557 0.748 2.889  0.670
C 1.063 1.422 3.658  -0.385
H 2.680 2.825 1.669  -0.024
H 4.279 2.091 1.956  0.033
H 3.451 2.938 3.282  0.034
H 1.350 2.164 4.403  0.038
H 0.540 0.600 4.144  0.025
H 0.417 1.865 2.900  0.026

Record 2
ORCA calculation (wB97M-V/def2-TZVPD) on C27H76AsF6N14O12 as an isolated structure.

Properties
**Charge**: -1
**2S+1**: 1
**Calculated total energy**: -5579.0148 Ha
**Frontier orbital gap**: 8.538 eV
**Lowest unoccupied orbital energy**: 0.0773 Eh
**E_HOMO**: -6.43 eV

Each line ends with the Löwdin charge.
Atoms and positions in Å:
As 0.325 1.698 -0.573  0.725
F 1.495 0.985 -1.638  -0.253
F 0.613 3.204 -1.428  -0.265
F -0.768 2.530 0.476  -0.237
F 0.002 0.181 0.179  -0.235
F 1.611 1.981 0.559  -0.246
F -0.958 1.418 -1.685  -0.227
C -1.421 3.280 8.154  -0.066
C -1.489 1.951 7.420  -0.454
C -0.484 1.827 6.305  -0.241
O -0.780 2.740 5.282  -0.176
C -0.007 2.549 4.117  -0.094
N -1.249 0.894 8.411  0.026
H -1.987 3.288 9.088  0.069
H -1.781 4.145 7.597  0.076
H -0.368 3.436 8.407  0.082
H -2.474 1.850 6.937  0.138
H -0.475 0.803 5.891  0.122
H 0.543 1.954 6.692  0.134
H 1.070 2.688 4.238  0.079
H -0.522 3.155 3.373  0.093
H -0.135 1.530 3.711  0.076
H -1.248 -0.015 7.953  0.067
H -2.047 0.821 9.035  0.067
C 3.701 -0.543 1.315  -0.118
O 4.514 0.193 0.445  -0.223
C 4.812 -0.503 -0.774  -0.187
C 6.031 0.087 -1.445  -0.197
N 6.077 1.504 -1.789  -0.058
C 5.079 2.058 -2.681  -0.206
C 5.350 1.764 -4.151  -0.250
O 4.691 2.617 -5.028  -0.180
C 3.292 2.423 -5.094  -0.100
H 4.255 -1.299 1.883  0.091
H 2.763 -0.930 0.895  0.083
H 3.278 0.096 2.101  0.085
H 3.903 -0.531 -1.384  0.108
H 5.056 -1.536 -0.487  0.123
H 6.268 -0.478 -2.357  0.114
H 6.925 -0.112 -0.846  0.119
H 6.182 2.037 -0.942  0.065
H 5.079 3.147 -2.570  0.133
H 4.068 1.794 -2.348  0.103
H 5.277 0.689 -4.378  0.117
H 6.416 1.988 -4.277  0.124
H 2.899 3.009 -5.918  0.087
H 2.790 2.574 -4.138  0.081
H 3.064 1.360 -5.318  0.082
C 2.340 -4.172 0.558  -0.131
O 2.416 -3.631 -0.726  -0.192
C 1.145 -3.207 -1.188  -0.229
C 1.315 -2.435 -2.466  -0.211
N 1.967 -3.214 -3.516  -0.042
C 2.275 -2.396 -4.677  -0.220
C 2.971 -3.174 -5.768  -0.266
O 2.070 -4.024 -6.402  -0.162
C 2.606 -4.615 -7.551  -0.127
H 1.910 -3.430 1.246  0.083
H 3.334 -4.435 0.916  0.085
H 1.720 -5.076 0.633  0.087
H 0.572 -2.625 -0.456  0.109
H 0.570 -4.125 -1.399  0.130
H 1.883 -1.512 -2.265  0.103
H 0.342 -2.140 -2.860  0.103
H 2.832 -3.586 -3.131  0.106
H 2.759 -1.429 -4.474  0.111
H 1.290 -2.138 -5.094  0.124
H 3.906 -3.622 -5.386  0.127
H 3.392 -2.429 -6.470  0.119
H 3.081 -3.880 -8.209  0.085
H 1.794 -5.135 -8.059  0.086
H 3.344 -5.402 -7.334  0.087
C -1.814 -0.455 2.379  -0.113
O -2.722 -1.456 1.985  -0.175
C -2.209 -2.762 2.021  -0.229
C -3.408 -3.726 1.993  -0.221
N -4.438 -3.516 2.979  -0.047
C -4.056 -3.995 4.299  -0.217
C -4.998 -3.459 5.366  -0.232
O -4.950 -2.045 5.304  -0.198
C -5.801 -1.433 6.241  -0.119
H -1.885 0.361 1.667  0.071
H -0.757 -0.757 2.348  0.075
H -1.975 -0.178 3.429  0.083
H -1.677 -2.954 2.967  0.112
H -1.614 -2.901 1.112  0.113
H -3.074 -4.765 1.929  0.117
H -3.803 -3.519 0.989  0.094
H -4.605 -2.515 3.043  0.104
H -3.041 -3.674 4.565  0.114
H -4.180 -5.082 4.354  0.119
H -4.598 -3.773 6.341  0.121
H -6.022 -3.815 5.214  0.124
H -6.837 -1.796 6.207  0.085
H -5.813 -0.360 6.072  0.086
H -5.424 -1.662 7.250  0.085
C 4.854 3.562 2.232  -0.670
O 5.637 4.148 2.961  0.007
N 5.252 2.885 1.103  0.150
N 3.515 3.409 2.510  0.158
H 6.195 3.066 0.813  0.089
H 4.749 2.077 0.750  0.062
H 2.915 3.164 1.737  0.065
H 3.152 3.809 3.352  0.087
C -3.387 -1.600 -1.937  -0.664
O -4.199 -0.736 -2.079  0.064
N -3.697 -2.934 -1.695  0.134
N -2.036 -1.351 -2.060  0.179
H -4.655 -3.114 -1.460  0.087
H -3.002 -3.628 -1.504  0.071
H -1.729 -0.452 -2.383  0.057
H -1.294 -2.017 -1.971  0.044
C -2.274 0.339 -5.047  -0.668
O -3.292 0.350 -4.413  0.072
N -1.133 1.031 -4.688  0.165
N -2.146 -0.378 -6.234  0.130
H -1.031 1.311 -3.724  0.060
H -0.309 0.939 -5.251  0.074
H -2.968 -0.809 -6.612  0.085
H -1.324 -0.422 -6.806  0.070
C -4.734 2.430 0.066  -0.662
O -4.451 1.723 -0.862  0.061
N -3.784 3.030 0.872  0.153
N -6.046 2.680 0.452  0.129
H -4.062 3.567 1.670  0.074
H -2.818 2.786 0.740  0.057
H -6.240 3.245 1.256  0.067
H -6.790 2.198 -0.008  0.087
C -2.810 4.177 -3.269  -0.653
O -3.419 3.177 -2.986  0.061
N -3.360 5.219 -4.011  0.124
N -1.529 4.462 -2.835  0.150
H -2.842 6.069 -4.129  0.068
H -4.332 5.197 -4.242  0.086
H -0.887 3.886 -2.304  0.044
H -1.058 5.275 -3.197  0.077

Record 3
ORCA calculation (wB97M-V/def2-TZVPD) on a 5-piece molecular cluster, C13H16F4O13 overall.

Properties
**Charge**: 0
**2S+1**: 1
**Calculated total energy**: -1882.6072 Ha
**SMILES**: O=C1OC[C@@H](F)O1.O=C1OC[C@@H](F)O1.O=C1OC[C@@H](F)O1.O=C1OC[C@@H](F)O1.CO
**Frontier orbital gap**: 10.737 eV
**Lowest unoccupied orbital energy**: 0.0085 Eh
**E_HOMO**: -10.51 eV

Each line ends with the Löwdin charge.
Atoms and positions in Å:
O -14.225 -30.165 12.473  0.195
C -13.206 -30.253 13.037  -0.555
O -12.343 -29.227 13.224  0.063
C -11.422 -29.624 14.232  -0.049
C -11.479 -31.148 14.157  -0.320
F -11.416 -31.715 15.384  0.076
O -12.732 -31.398 13.604  0.151
H -10.438 -29.197 14.085  0.134
H -11.748 -29.279 15.221  0.145
H -10.669 -31.572 13.562  0.171
O -10.932 -24.398 8.292  0.205
C -11.088 -24.890 9.346  -0.538
O -11.154 -24.221 10.524  0.081
C -11.068 -25.183 11.577  -0.039
C -11.618 -26.436 10.902  -0.298
F -12.991 -26.501 10.967  0.058
O -11.208 -26.242 9.573  0.105
H -10.021 -25.371 11.822  0.143
H -11.673 -24.844 12.407  0.142
H -11.209 -27.386 11.247  0.155
O -7.843 -30.606 12.293  0.188
C -7.839 -29.961 11.317  -0.572
O -7.935 -28.615 11.289  0.077
C -8.253 -28.258 9.935  -0.053
C -7.667 -29.419 9.155  -0.283
F -6.326 -29.191 8.876  0.045
O -7.730 -30.472 10.066  0.143
H -9.337 -28.217 9.840  0.104
H -7.822 -27.316 9.605  0.145
H -8.163 -29.658 8.220  0.171
O -11.151 -29.825 9.387  0.181
C -12.246 -29.481 9.122  -0.551
O -13.243 -29.185 9.973  0.053
C -14.460 -29.222 9.213  -0.030
C -13.955 -28.736 7.871  -0.287
F -13.843 -27.369 7.880  0.067
O -12.665 -29.289 7.834  0.133
H -14.833 -30.243 9.179  0.150
H -15.165 -28.528 9.651  0.128
H -14.500 -29.037 6.983  0.170
C -16.235 -25.964 10.850  -0.170
O -15.948 -24.899 11.734  -0.111
H -16.743 -26.780 11.376  0.082
H -16.883 -25.567 10.068  0.083
H -15.364 -26.369 10.323  0.045
H -15.255 -25.177 12.340  0.068

Record 4
ORCA calculation (wB97M-V/def2-TZVPD) on a 5-piece molecular cluster, C16H44O20P4 overall.

Properties
**Charge**: 0
**2S+1**: 1
**Calculated total energy**: -3505.7094 Ha
**SMILES**: COP(=O)(OC)OC.COP(=O)(OC)OC.COP(=O)(OC)OC.COP(=O)(OC)OC.COCOC(=O)OC
**Frontier orbital gap**: 6.470 eV
**Lowest unoccupied orbital energy**: -0.1036 Eh
**E_HOMO**: -9.29 eV

Each line ends with the Löwdin charge.
Atoms and positions in Å:
C 1.346 2.432 9.582  -0.158
O 1.579 3.601 8.823  -0.281
P 0.932 3.504 7.222  0.751
O 2.345 3.314 6.663  -0.263
O 0.571 5.113 7.258  -0.280
C 1.495 6.029 7.820  -0.122
O 0.285 3.406 5.620  -0.248
C -1.128 3.335 5.582  -0.160
H 1.799 2.555 10.569  0.089
H 0.269 2.282 9.702  0.077
H 1.789 1.564 9.087  0.082
H 2.530 5.693 7.708  0.089
H 1.267 6.177 8.878  0.084
H 1.388 6.991 7.310  0.092
H -1.570 4.218 6.047  0.079
H -1.465 2.432 6.098  0.074
H -1.446 3.286 4.538  0.091
C -0.514 -2.273 -3.014  -0.143
O -0.531 -1.801 -1.682  -0.271
P 1.050 -1.450 -1.073  0.754
O 1.005 -2.724 -0.224  -0.272
O 0.444 -0.189 -0.198  -0.288
C -0.790 -0.334 0.483  -0.118
O 2.631 -1.099 -0.464  -0.248
C 3.268 -0.021 -1.125  -0.158
H -1.539 -2.494 -3.323  0.093
H -0.105 -1.499 -3.671  0.081
H 0.090 -3.180 -3.087  0.077
H -0.971 -1.367 0.797  0.077
H -1.605 0.005 -0.159  0.086
H -0.774 0.298 1.376  0.084
H 2.680 0.893 -1.023  0.064
H 3.399 -0.265 -2.182  0.080
H 4.249 0.133 -0.672  0.091
C -3.271 5.909 -3.719  -0.159
O -3.362 4.524 -3.990  -0.280
P -1.872 3.687 -3.720  0.755
O -1.655 3.585 -5.232  -0.262
O -2.701 2.360 -3.196  -0.281
C -3.874 1.949 -3.878  -0.120
O -0.383 2.849 -3.449  -0.243
C 0.022 2.834 -2.093  -0.152
H -4.236 6.374 -3.932  0.089
H -3.030 6.059 -2.663  0.077
H -2.502 6.368 -4.345  0.082
H -3.845 2.204 -4.941  0.090
H -4.749 2.409 -3.412  0.084
H -3.970 0.863 -3.786  0.092
H -0.732 2.346 -1.473  0.075
H 0.185 3.858 -1.746  0.081
H 0.960 2.280 -2.016  0.073
C 2.922 -6.325 -8.671  -0.158
O 2.583 -4.974 -8.429  -0.279
P 2.383 -4.621 -6.748  0.755
O 0.864 -4.575 -6.938  -0.263
O 3.008 -3.112 -6.980  -0.282
C 2.636 -2.365 -8.125  -0.121
O 2.184 -4.267 -5.066  -0.258
C 3.378 -4.386 -4.315  -0.157
H 3.009 -6.480 -9.749  0.090
H 3.884 -6.550 -8.201  0.077
H 2.149 -6.987 -8.272  0.083
H 1.625 -2.607 -8.466  0.090
H 3.351 -2.547 -8.930  0.084
H 2.669 -1.300 -7.874  0.093
H 4.138 -3.700 -4.693  0.079
H 3.743 -5.414 -4.365  0.079
H 3.160 -4.137 -3.274  0.087
C -0.235 -3.330 4.048  -0.085
O -0.835 -2.335 4.973  -0.210
C -0.568 -0.956 4.535  -0.177
O -1.661 -0.333 3.758  -0.061
C -2.854 -1.192 3.697  -0.249
O -2.895 -2.079 2.664  -0.020
O -3.965 -1.223 4.663  -0.096
C -4.663 -2.548 4.570  -0.076
H 0.701 -3.882 4.484  0.104
H -0.043 -2.842 2.978  0.114
H -1.087 -4.143 3.868  0.110
H 0.448 -0.859 3.918  0.167
H -0.407 -0.248 5.482  0.150
H -3.900 -3.447 4.695  0.117
H -5.290 -2.657 3.577  0.115
H -5.395 -2.602 5.505  0.114

Record 5
ORCA calculation (wB97M-V/def2-TZVPD) on a single C5H7NO molecule.

Properties
**Charge**: 0
**2S+1**: 1
**Calculated total energy**: -324.5964 Ha
**SMILES**: CC1=C=C(N)CO1
**Frontier orbital gap**: 8.294 eV
**Lowest unoccupied orbital energy**: 0.0190 Eh
**E_HOMO**: -7.78 eV

Each line ends with the Löwdin charge.
Atoms and positions in Å:
C -2.338 0.769 -0.254  -0.026
C -0.903 0.320 -0.140  -0.325
C 0.024 -0.035 -1.102  -0.001
C 1.144 -0.288 -0.285  -0.379
N 2.403 -0.659 -0.647  0.127
C 0.740 -0.403 1.130  -0.148
O -0.510 0.196 1.190  -0.028
H -2.987 0.122 0.351  0.085
H -2.676 0.706 -1.289  0.078
H -2.504 1.797 0.098  0.086
H 2.505 -0.610 -1.650  0.099
H 3.145 -0.181 -0.150  0.110
H 0.690 -1.503 0.818  0.178
H 1.309 -0.276 2.056  0.144

Record 6
ORCA calculation (wB97M-V/def2-TZVPD) on an isolated ion of composition C2H4N2O2S and charge -2.

Properties
**Charge**: -2
**2S+1**: 1
**Calculated total energy**: -736.6272 Ha
**SMILES**: O=NN([O-])CC[S-]
**Frontier orbital gap**: 5.768 eV
**Lowest unoccupied orbital energy**: 0.2237 Eh
**E_HOMO**: 0.32 eV

Each line ends with the Löwdin charge.
Atoms and positions in Å:
O -1.820 -1.170 2.494  -0.422
N -1.391 -0.275 1.468  -0.109
N -0.684 -0.753 0.536  -0.411
O -0.279 -1.952 0.328  -0.184
C -0.320 0.255 -0.471  -0.287
C 1.180 0.532 -0.545  -0.803
S 1.564 1.832 -1.744  -0.021
H -0.853 1.178 -0.223  0.081
H -0.654 -0.106 -1.451  0.093
H 1.547 0.844 0.444  0.035
H 1.710 -0.384 -0.837  0.028

Record 7
ORCA calculation (wB97M-V/def2-TZVPD) on an isolated ion of composition C4H9BrN3OS and charge +1.

Properties
**Charge**: +1
**2S+1**: 1
**Calculated total energy**: -3369.0346 Ha
**Frontier orbital gap (alpha / beta)**: 5.243 / 5.318 eV
**Lowest unoccupied orbital energy (alpha / beta)**: -0.2756 / -0.2767 Eh
**E_HOMO (alpha / beta)**: -12.74 / -12.85 eV

Each line ends with the Löwdin charge.
Atoms and positions in Å:
C 0.330 1.026 0.145  -0.522
C -0.699 1.824 -0.424  0.310
C -0.706 -1.054 -0.584  -0.209
C 3.154 -0.150 -0.188  -0.295
N -1.375 -0.947 0.760  -0.083
N 0.505 -0.310 -0.489  -0.368
N -2.194 -0.018 0.916  -0.173
O 1.164 1.413 0.956  0.067
S 1.783 -1.291 -0.061  1.056
Br -4.159 -0.107 -0.264  0.308
H -1.108 2.425 0.331  0.097
H -1.017 1.478 -1.404  0.110
H -0.449 -2.078 -0.788  0.110
H -1.470 -0.758 -1.334  0.120
H 3.118 0.622 0.563  0.038
H 2.858 0.290 -1.261  0.115
H 3.995 -0.723 -0.204  0.009
H -1.215 -1.697 1.413  0.175
H -2.513 0.055 1.917  0.135

Record 8
ORCA calculation (wB97M-V/def2-TZVPD) on an isolated ion of composition C4H12N2 and charge +1.

Properties
**Charge**: +1
**2S+1**: 2
**Calculated total energy**: -268.7629 Ha
**Frontier orbital gap (alpha / beta)**: 6.231 / 7.922 eV
**Lowest unoccupied orbital energy (alpha / beta)**: -0.1486 / -0.1487 Eh
**E_HOMO (alpha / beta)**: -10.28 / -11.97 eV

Each line ends with the Mulliken spin population.
Atoms and positions in Å:
C -0.610 -1.231 0.732  -0.003
C 0.340 -0.466 -0.220  -0.001
C 0.246 1.022 0.168  0.039
C 0.050 3.057 -1.356  0.790
N 0.613 1.887 -0.963  0.099
N -0.217 -2.691 0.825  0.000
H -1.633 -1.125 0.376  0.000
H -0.593 -0.820 1.748  0.000
H 0.009 -0.730 -1.204  -0.003
H 1.358 -0.801 -0.181  -0.004
H 0.913 1.259 1.043  0.009
H -0.748 1.302 0.553  0.006
H -1.029 3.165 -1.307  0.017
H 0.702 3.929 -1.215  0.032
H 1.201 1.372 -1.596  0.020
H -0.528 -3.188 -0.038  0.000
H 0.753 -2.748 1.148  0.000
H -0.826 -3.194 1.488  0.000